(1)
C24H48F6O13V as an isolated structure in a non-equilibrium geometry, computed with ωB97M-V with the def2-TZVPD basis set.

Calculated values
Relative energy (zero: lowest compared OMol25 entry of this formula, charge and spin) (eV): 0.0000
Gap between HOMO and LUMO (alpha / beta) (eV): 9.01 / 9.24
E_HOMO (alpha / beta) (eV): -8.52 / -8.74
Multiplicity: 2
<S²>: 0.771

Element x y z (Å)
1 O -21.4980 -14.9203 2.6221
2 V -22.5475 -14.5672 3.7330
3 C -23.6278 -12.4847 1.7508
4 O -22.2354 -12.3571 1.4929
5 O -23.8781 -13.4419 2.6279
6 C -24.0948 -11.1188 2.2110
7 F -25.3782 -11.1121 2.5549
8 F -23.3945 -10.6673 3.2816
9 F -23.9500 -10.2040 1.2262
10 C -21.8526 -12.1839 0.1433
11 C -20.3379 -12.0123 0.1017
12 H -19.8995 -12.6571 0.8617
13 H -19.9779 -12.3792 -0.8618
14 H -20.0646 -10.9697 0.2295
15 H -22.3093 -11.2836 -0.2849
16 H -22.1499 -13.0455 -0.4677
17 H -24.1483 -12.7004 0.7972
18 C -21.2089 -16.9263 5.2578
19 O -21.3233 -17.4567 3.9496
20 O -21.5388 -15.6307 5.2729
21 C -22.1114 -17.7518 6.1861
22 F -23.3478 -17.9447 5.6732
23 F -21.5942 -18.9907 6.4154
24 F -22.2691 -17.1890 7.3810
25 C -20.4954 -18.5653 3.6243
26 C -21.0450 -19.1640 2.3538
27 H -20.3032 -19.7165 1.7718
28 H -21.9207 -19.7877 2.5201
29 H -21.3262 -18.3301 1.7004
30 H -20.4610 -19.2850 4.4442
31 H -19.4724 -18.1925 3.4663
32 H -20.1646 -17.0633 5.6068
33 C -19.1116 -8.2376 8.1736
34 O -17.9748 -8.9613 7.7372
35 C -18.2903 -10.2972 7.4358
36 C -17.0681 -10.9962 6.8744
37 O -17.5326 -12.1640 6.2434
38 C -16.4956 -12.8877 5.6486
39 C -17.0707 -14.1172 5.0181
40 O -17.7528 -13.7527 3.8231
41 C -18.0962 -14.8325 3.0276
42 H -18.7720 -7.2677 8.5218
43 H -19.6445 -8.7556 8.9816
44 H -19.8154 -8.1141 7.3370
45 H -19.0928 -10.3277 6.6784
46 H -18.6669 -10.8040 8.3343
47 H -16.4061 -11.2786 7.7064
48 H -16.5132 -10.3465 6.1903
49 H -15.7327 -13.1942 6.3807
50 H -15.9902 -12.2641 4.8996
51 H -17.7824 -14.5739 5.7246
52 H -16.3214 -14.8809 4.7714
53 H -17.2546 -15.4728 2.7272
54 H -18.4904 -14.4151 2.0984
55 H -18.9226 -15.4493 3.4067
56 C -24.5473 -16.6721 2.5276
57 O -24.1018 -16.0755 3.7303
58 C -25.1743 -15.8883 4.6749
59 C -24.6850 -15.1007 5.8894
60 O -23.8374 -14.0842 5.4394
61 C -23.2989 -13.1976 6.3833
62 C -22.3889 -12.2295 5.6543
63 O -21.6044 -12.9355 4.7040
64 C -20.5170 -12.1614 4.1807
65 H -25.2883 -16.0690 1.9995
66 H -24.9359 -17.6758 2.7216
67 H -23.6686 -16.7760 1.8918
68 H -25.5057 -16.8802 4.9710
69 H -25.9273 -15.2509 4.1995
70 H -24.1660 -15.7507 6.6033
71 H -25.5532 -14.7105 6.4336
72 H -22.7174 -13.7506 7.1301
73 H -24.0939 -12.6527 6.9003
74 H -21.7531 -11.7381 6.3953
75 H -22.9615 -11.4752 5.1123
76 H -20.8851 -11.1777 3.8721
77 H -20.1031 -12.6642 3.3178
78 H -19.7491 -12.0473 4.9482
79 O -19.9627 -15.8486 0.4138
80 C -19.5839 -16.8350 -0.1412
81 O -20.2396 -17.3915 -1.1589
82 C -21.3022 -16.5993 -1.7240
83 C -20.7628 -15.4364 -2.5197
84 C -18.3828 -17.6542 0.2535
85 H -21.9460 -16.2469 -0.9137
86 H -21.8913 -17.3026 -2.3113
87 H -21.5625 -14.9172 -3.0502
88 H -19.9712 -15.7188 -3.2071
89 H -20.4010 -14.7002 -1.7959
90 H -17.9530 -18.1410 -0.6184
91 H -18.6394 -18.3546 1.0481
92 H -17.6174 -17.0043 0.6783

These are the Mulliken partial charges, in e, on atoms 1 to 2:
1. O -0.163
2. V 1.007

(2)
A 5-piece molecular cluster, C24H48FNO13S4 overall in a non-equilibrium geometry, computed with ωB97M-V with the def2-TZVPD basis set.

Calculated values
Structure (SMILES): C[C@@H](O)CNCCOOC(=O)O[C@@H](C)F.O=S1(=O)CCCC1.O=S1(=O)CCCC1.O=S1(=O)CCCC1.O=S1(=O)CCCC1
Gap between HOMO and LUMO (eV): 9.18
E_HOMO (eV): -8.64

Element x y z (Å)
1 C -1.0461 -0.6074 1.8048
2 C 0.2398 -1.0110 1.1053
3 O 1.0631 0.1286 0.8216
4 C 1.0704 -2.0318 1.8703
5 N 0.3706 -3.3258 2.0277
6 C 0.2960 -3.8370 3.3966
7 C -0.5044 -2.9975 4.3704
8 O 0.3613 -1.9918 4.9028
9 O -0.3545 -1.4381 6.0364
10 C -0.6540 -0.1377 5.7053
11 O -1.7863 0.2353 5.5785
12 O 0.4159 0.6932 5.7462
13 C 0.9793 1.0073 4.4734
14 C 1.5337 2.3974 4.4064
15 F 2.0033 0.1047 4.2306
16 H -1.7513 -1.4379 1.7730
17 H -0.8587 -0.3856 2.8607
18 H -1.4794 0.2742 1.3387
19 H 0.0011 -1.4672 0.1445
20 H 1.3839 0.4580 1.6697
21 H 1.3992 -1.6355 2.8345
22 H 1.9681 -2.1765 1.2631
23 H 0.9088 -4.0046 1.5058
24 H 1.2818 -4.0274 3.8418
25 H -0.2179 -4.8004 3.3557
26 H -1.3849 -2.5485 3.9067
27 H -0.8423 -3.6317 5.1933
28 H 0.1976 0.8614 3.7208
29 H 2.1756 2.4091 3.5244
30 H 2.1355 2.6258 5.2814
31 H 0.7541 3.1418 4.2699
32 C -0.9114 2.9635 9.9517
33 C -1.1692 4.4774 9.9360
34 C -0.4316 5.0550 8.7215
35 S -0.3617 3.7275 7.5065
36 O 1.0120 3.3408 7.3171
37 O -1.1976 4.0546 6.3809
38 C -1.1540 2.4860 8.5241
39 H -1.5619 2.4494 10.6574
40 H 0.1224 2.7627 10.2405
41 H -2.2405 4.6623 9.8393
42 H -0.8357 4.9550 10.8559
43 H -0.9458 5.9001 8.2718
44 H 0.5953 5.3273 8.9574
45 H -0.7138 1.5198 8.2916
46 H -2.2140 2.4877 8.2720
47 C 0.7468 1.1948 -3.7955
48 C 0.6987 0.0161 -4.7730
49 C 1.6882 -1.0429 -4.2684
50 S 1.7964 -0.8109 -2.4857
51 O 3.1330 -0.3799 -2.1610
52 O 1.2299 -1.9611 -1.8167
53 C 0.6859 0.5845 -2.3967
54 H -0.0739 1.8877 -3.9666
55 H 1.6807 1.7483 -3.9178
56 H -0.3051 -0.4031 -4.7880
57 H 0.9421 0.3269 -5.7861
58 H 1.3627 -2.0606 -4.4690
59 H 2.6901 -0.8833 -4.6634
60 H 1.0297 1.2428 -1.6039
61 H -0.3042 0.1939 -2.1596
62 C 1.4340 3.4484 -10.0709
63 C 1.1828 1.9339 -10.0394
64 C 1.4393 1.4574 -8.6040
65 S 1.0740 2.8650 -7.5414
66 O 2.2906 3.2794 -6.8920
67 O -0.1164 2.6066 -6.7730
68 C 0.7024 4.0179 -8.8599
69 H 1.0787 3.8987 -10.9963
70 H 2.5035 3.6517 -9.9873
71 H 0.1469 1.7303 -10.3163
72 H 1.8209 1.4039 -10.7445
73 H 0.7982 0.6306 -8.3091
74 H 2.4826 1.1959 -8.4390
75 H 1.0362 5.0082 -8.5601
76 H -0.3778 4.0107 -9.0013
77 C -2.8759 -5.2703 -4.0084
78 C -1.7336 -5.7582 -3.1058
79 C -0.8366 -4.5500 -2.8090
80 S -1.9043 -3.1060 -2.8900
81 O -1.4885 -2.2846 -4.0013
82 O -2.0729 -2.5366 -1.5807
83 C -3.3904 -3.9848 -3.3692
84 H -3.6675 -6.0125 -4.0993
85 H -2.4963 -5.0599 -5.0105
86 H -2.1471 -6.1486 -2.1741
87 H -1.1640 -6.5600 -3.5727
88 H -0.3864 -4.5773 -1.8206
89 H -0.0615 -4.4175 -3.5606
90 H -3.9700 -3.3527 -4.0375
91 H -3.9535 -4.1849 -2.4583

These are the Mulliken partial charges, in e, on atoms 1 to 2:
1. C -1.345
2. C 1.145

(3)
A 8-piece molecular cluster, C24H48O24 overall in a non-equilibrium geometry, computed with ωB97M-V with the def2-TZVPD basis set.

Calculated values
Structure (SMILES): COC(=O)OC.COC(=O)OC.COC(=O)OC.COC(=O)OC.COC(=O)OC.COC(=O)OC.COC(=O)OC.COC(=O)OC
Relative energy (zero: lowest compared OMol25 entry of this formula, charge and spin) (eV): 5.0994
Gap between HOMO and LUMO (eV): 10.56
E_HOMO (eV): -10.09

Element x y z (Å)
1 C 17.5994 3.2471 -18.2868
2 O 16.5566 2.6490 -17.5689
3 C 16.8644 1.5474 -16.7695
4 O 17.9910 1.0850 -16.7628
5 O 15.8236 1.1046 -15.9990
6 C 15.9178 -0.1758 -15.4339
7 H 17.3388 4.2489 -18.6282
8 H 17.6820 2.5414 -19.1134
9 H 18.6058 3.2683 -17.8688
10 H 16.5086 -0.9769 -15.8782
11 H 14.8942 -0.4675 -15.1990
12 H 16.4392 -0.1458 -14.4771
13 C 15.4650 2.3736 -21.3157
14 O 14.2455 1.7178 -21.7324
15 C 14.2277 0.3820 -22.0325
16 O 15.1000 -0.3926 -21.6753
17 O 13.0756 0.0434 -22.6749
18 C 12.4406 -1.2167 -22.5237
19 H 15.2580 3.2963 -20.7736
20 H 16.0396 2.5895 -22.2164
21 H 16.1384 1.7284 -20.7515
22 H 11.7353 -1.2794 -21.6949
23 H 13.2140 -1.9847 -22.5370
24 H 11.8561 -1.2680 -23.4423
25 C 13.8727 5.0216 -19.4497
26 O 13.6087 4.2717 -18.2612
27 C 13.7514 4.8737 -17.0316
28 O 13.9458 6.0872 -16.7703
29 O 13.3859 3.9321 -16.1177
30 C 13.0776 4.2039 -14.8358
31 H 13.4535 6.0218 -19.3400
32 H 13.4146 4.5252 -20.3052
33 H 14.9224 5.2184 -19.6675
34 H 12.3520 3.4700 -14.4851
35 H 12.8529 5.2511 -14.6332
36 H 14.0256 3.9988 -14.3384
37 C 21.5086 7.5584 -17.1977
38 O 20.0835 7.9825 -17.1234
39 C 19.0968 7.0551 -17.1965
40 O 19.1527 5.8450 -17.4345
41 O 17.9645 7.6734 -16.7596
42 C 16.7546 6.9820 -16.8892
43 H 22.1108 8.4603 -17.3078
44 H 21.7131 6.7984 -17.9518
45 H 21.7915 7.1099 -16.2455
46 H 16.1838 7.2278 -15.9937
47 H 16.8286 5.8951 -16.9240
48 H 16.1651 7.3910 -17.7098
49 C 20.8878 -0.0214 -17.9891
50 O 21.9350 0.4267 -17.1165
51 C 23.1485 0.0540 -17.2149
52 O 23.5950 -0.7473 -18.0699
53 O 23.9065 0.7884 -16.4703
54 C 25.2908 1.0819 -16.8006
55 H 19.9621 -0.2293 -17.4525
56 H 21.2454 -0.9434 -18.4475
57 H 20.7146 0.8176 -18.6630
58 H 25.4180 1.5859 -17.7587
59 H 25.7573 0.1192 -17.0098
60 H 25.7361 1.6953 -16.0173
61 C 19.2557 6.6722 -20.8322
62 O 18.4486 6.6798 -21.8829
63 C 17.1217 6.6014 -21.8467
64 O 16.3778 6.5952 -20.9165
65 O 16.7390 6.4651 -23.1836
66 C 15.4511 6.9214 -23.6796
67 H 20.2827 6.8719 -21.1381
68 H 19.2200 5.7214 -20.3003
69 H 18.8921 7.4755 -20.1914
70 H 15.3869 6.8483 -24.7653
71 H 15.2436 7.9196 -23.2941
72 H 14.7287 6.1877 -23.3220
73 C 17.5949 6.2088 -10.8833
74 O 18.6377 5.4843 -11.5347
75 C 18.3284 4.6734 -12.5677
76 O 17.1548 4.2376 -12.7962
77 O 19.3789 4.6088 -13.4488
78 C 19.2865 3.6844 -14.4824
79 H 17.9795 6.5410 -9.9190
80 H 16.9166 5.4099 -10.5837
81 H 17.2761 7.1566 -11.3171
82 H 18.3686 3.5475 -15.0539
83 H 19.4005 2.6575 -14.1351
84 H 20.0444 3.9334 -15.2251
85 C 11.0406 -3.4836 -17.4510
86 O 12.0111 -2.3919 -17.7333
87 C 13.3024 -2.5469 -17.3876
88 O 13.8501 -3.5473 -16.9500
89 O 14.0109 -1.4208 -17.7401
90 C 13.4231 -0.2156 -18.1539
91 H 11.0125 -4.1654 -18.3010
92 H 10.0390 -3.0543 -17.4258
93 H 11.1181 -4.0940 -16.5513
94 H 14.1994 0.5459 -18.0797
95 H 12.5996 0.0287 -17.4828
96 H 12.9557 -0.1553 -19.1368

These are the Mulliken partial charges, in e, on atoms 1 to 2:
1. C -0.733
2. O 0.394